Below is an isolated molecule of C3H3N3OS, with properties calculated with the ωB97M-V functional and the def2-TZVPD basis.

Each line ends with the Löwdin charge.
Cartesian coordinates (Å):
S -2.129 -2.024 -0.496  0.7104
N -1.809 -0.352 -0.436  -0.3077
C -0.621 -0.004 -0.151  -0.5439
N 0.416 -0.935 0.116  0.1295
C 1.562 -0.460 0.385  -0.1602
O 1.886 0.852 0.451  0.0373
C 0.843 1.715 0.190  -0.1540
N -0.330 1.375 -0.105  0.1598
H -3.423 -1.837 -0.823  -0.1514
H 2.408 -1.082 0.628  0.1373
H 1.197 2.752 0.241  0.1429

Cartesian forces (eV/Å) of the 3 atoms listed first:
-0.193 0.323 -0.049
0.232 -0.203 0.054
-0.040 -0.136 -0.060

As for the structure (SMILES): SN=c1ncocn1. For the total energy, the calculation gives -753.77554 a.u. For the largest force on an atom, the calculation gives 0.8 eV Å⁻¹. The relative energy (zero: lowest compared OMol25 entry of this formula, charge and spin) comes out at 48.5 kcal per mole. The molar mass is 129.14 g mol⁻¹. The gap between HOMO and LUMO comes out at 8.98 eV.